Computed, not measured: a 2-piece molecular cluster, C2H5IN2OS overall in a non-equilibrium geometry, with the ωB97M-V functional and the def2-TZVPD basis.

The SMILES is NN=C=O.CSI. As for the energy above the lowest of the compared OMol25 structures with the same formula, charge and spin: 111.4 kJ/mol. For the HOMO-LUMO gap, the calculation gives 7.784 eV. The charge is 0.

XYZ file:
```
12
C2H5IN2OS | OMol25 | the ωB97M-V functional and the def2-TZVPD basis
I -2.998 -0.310 0.085
S -0.788 0.447 -0.481
O 0.508 -2.669 -2.256
N 0.028 -2.142 -0.033
N 0.322 -1.714 1.188
C 0.260 -2.202 -1.205
C -0.917 2.244 -0.386
H 0.947 -0.858 1.073
H -1.994 2.465 -0.360
H -0.489 2.559 0.503
H -0.576 -1.216 1.487
H -0.457 2.656 -1.276
```

Computed, not measured: C23H14BrCl2NiO2S as an isolated structure, with the ωB97M-V functional and the def2-TZVPD basis.

For the HOMO-LUMO gap (spin up / spin down), the calculation gives 7.629 / 7.584 eV. The charge is -1.

XYZ file:
```
44
C23H14BrCl2NiO2S | OMol25 | the ωB97M-V functional and the def2-TZVPD basis
Br 2.624 0.259 -0.267
Ni -0.025 0.061 0.488
Cl -2.535 2.612 -0.514
Cl -2.740 -2.662 -1.884
S -0.940 -0.016 -1.545
O -0.321 1.500 1.657
O -0.423 3.259 3.008
C 0.587 -4.571 0.557
C -3.412 -1.218 -1.182
C 1.503 4.589 1.438
C -2.632 -0.055 -1.064
C -5.357 -0.157 -0.272
C 2.374 4.958 -0.772
C 0.843 3.146 -0.362
C -4.648 1.027 -0.183
C -0.718 -2.566 0.837
C -3.324 1.071 -0.588
C 1.633 3.879 -1.236
C 1.691 -3.791 0.140
C 0.315 -1.758 0.429
C 0.778 3.495 0.983
C 2.306 5.313 0.568
C -0.585 -3.967 0.912
C -0.052 2.709 1.983
C 3.895 -2.227 -0.612
C 2.925 -4.392 -0.218
C -4.739 -1.282 -0.790
C 1.555 -2.376 0.095
C 3.995 -3.634 -0.590
C 2.713 -1.638 -0.276
H 0.254 2.308 -0.734
H 2.998 5.523 -1.454
H -5.275 -2.213 -0.900
H -1.680 -2.121 1.085
H -6.390 -0.199 0.042
H 0.690 -5.648 0.592
H 2.879 6.155 0.935
H 3.003 -5.471 -0.186
H 1.669 3.605 -2.282
H 4.933 -4.103 -0.861
H 4.747 -1.622 -0.882
H -1.428 -4.567 1.232
H -5.107 1.928 0.194
H 1.420 4.857 2.481
```

Computed, not measured: an isolated molecule of C4H7N in a non-equilibrium geometry, with the ωB97M-V functional and the def2-TZVPD basis.

The SMILES is C1=CCNC1. As for the energy above the lowest of the compared OMol25 structures with the same formula, charge and spin: 113.4 kJ/mol. For the HOMO-LUMO gap, the calculation gives 9.696 eV. The charge is 0.

XYZ file:
```
12
C4H7N | OMol25 | the ωB97M-V functional and the def2-TZVPD basis
N -0.095 -1.185 0.004
C -0.554 1.084 -0.099
C -1.238 -0.213 0.096
C 1.161 -0.429 0.056
C 0.733 0.982 -0.005
H -1.838 -0.441 1.060
H 1.865 -0.679 -0.756
H -0.093 -1.771 -0.820
H 1.755 -0.642 0.981
H -1.084 1.990 -0.119
H -2.058 -0.437 -0.687
H 1.501 1.725 0.024
```

Computed, not measured: an isolated ion of composition C2H3FO3P and charge -1 in a non-equilibrium geometry, with the ωB97M-V functional and the def2-TZVPD basis.

As for the spin multiplicity: 3. For the HOMO-LUMO gap (spin up / spin down), the calculation gives 4.334 / 6.549 eV. The charge is -1. Its expectation value of S² is 2.006.

XYZ file:
```
10
C2H3FO3P | OMol25 | the ωB97M-V functional and the def2-TZVPD basis
P -0.490 -1.300 -0.762
F 0.254 -2.233 -2.121
O -1.754 1.652 -0.285
O -0.149 2.288 -1.733
O -0.535 -0.078 0.915
C -0.575 1.520 -0.922
C 0.241 0.402 -0.110
H 1.295 0.737 0.150
H 0.409 -2.088 -0.124
H -1.680 0.875 0.403
```

Computed, not measured: an isolated molecule of C3H4S2 in a non-equilibrium geometry, with the ωB97M-V functional and the def2-TZVPD basis.

The SMILES is S=C[C@H]1CS1. As for the energy above the lowest of the compared OMol25 structures with the same formula, charge and spin: 169.4 kJ/mol. For the HOMO-LUMO gap, the calculation gives 8.274 eV. The charge is 0.

XYZ file:
```
9
C3H4S2 | OMol25 | the ωB97M-V functional and the def2-TZVPD basis
S -1.522 -0.984 -0.018
S 2.885 -0.444 0.037
C 1.287 -0.365 -0.198
C 0.053 -0.043 0.588
C -1.076 0.712 -0.101
H -0.868 0.941 -1.192
H -1.817 1.345 0.325
H -0.022 -0.399 1.656
H 1.079 -0.763 -1.098
```